(1)
Formula: C4H12N2O2
Source: OMol25
Level of theory: wB97M-V/def2-TZVPD

Results
Largest force on an atom, eV/A: 3.03
Structure (SMILES): C=C(C)ON.NCO
E_HOMO, eV: -9.06
E_tot, eV: -11414.236
Energy above the lowest of the compared OMol25 structures with the same formula, charge and spin, kJ/mol: 480.6
HOMO-LUMO gap, eV: 10.0

Each line ends with the natural charge from an NBO analysis.
Cartesian coordinates (Å):
O (-0.91257, 0.90624, 0.25805)  -0.489
O (2.53858, 1.57411, -0.50098)  -0.733
N (-0.70122, 1.44363, -1.03392)  -0.538
N (1.82979, -0.45875, 0.39840)  -0.874
C (-1.74579, -0.31253, 1.92743)  -0.487
C (2.49012, 0.18207, -0.71452)  0.097
C (-2.05256, -1.43505, -0.38598)  -0.687
C (-1.67000, -0.44019, 0.63200)  0.319
H (3.50427, -0.23816, -0.79656)  0.144
H (1.98509, 0.06193, -1.68611)  0.144
H (-1.17052, -1.78869, -0.92068)  0.234
H (0.27114, 1.75533, -1.04989)  0.364
H (-2.73438, -0.99077, -1.11128)  0.240
H (-1.28405, 2.27611, -1.11107)  0.336
H (-1.24586, 0.68330, 2.15806)  0.253
H (-2.54126, -2.27886, 0.09967)  0.236
H (0.86957, -0.14007, 0.47625)  0.384
H (-2.09650, -1.03940, 2.63486)  0.222
H (1.84390, -1.46653, 0.31391)  0.360
H (2.82227, 1.70630, 0.41237)  0.475


(2)
Formula: C4H12N2O2S
Source: OMol25
Level of theory: wB97M-V/def2-TZVPD

Results
Largest force on an atom, eV/A: 6.45
E_HOMO, eV: -0.36
Charge: -2
E_tot, eV: -22249.694
Energy above the lowest of the compared OMol25 structures with the same formula, charge and spin, kJ/mol: 187.6
HOMO-LUMO gap, eV: 6.1

Each line ends with the natural charge from an NBO analysis.
Cartesian coordinates (Å):
S (-1.05280, 3.88227, 0.85134)  -0.754
O (-0.48309, -4.63234, -0.99695)  -1.150
O (1.39269, -3.11797, -1.09913)  -0.890
N (-1.53712, 0.53606, 0.46991)  -0.874
N (0.57538, -1.13850, -0.62922)  -0.672
C (0.05501, 2.45282, 0.85346)  -0.537
C (1.58989, -2.04222, -0.30955)  0.128
C (-0.35382, 1.17189, -0.03259)  -0.052
C (0.83849, 0.10286, 0.10546)  -0.214
H (-2.26440, 0.23328, -0.19508)  0.350
H (-0.20459, -5.12941, -0.33828)  0.408
H (0.41456, 2.24570, 1.90542)  0.174
H (-2.12066, 1.20205, 1.03138)  0.373
H (2.50193, -1.45577, -0.62151)  0.089
H (-0.15143, 1.54634, -1.12996)  0.162
H (0.43563, -3.81639, -1.07536)  0.489
H (0.83411, 2.78034, 0.25217)  0.176
H (0.85180, -0.25145, 1.10840)  0.161
H (1.71561, -2.58926, 0.64002)  0.096
H (-0.27268, -1.50317, -0.82018)  0.383
H (1.78280, 0.72899, -0.19540)  0.155


(3)
Formula: C4H12N2OPS
Source: OMol25
Level of theory: wB97M-V/def2-TZVPD

Results
Largest force on an atom, eV/A: 1.05
E_HOMO, eV: -12.98
Charge: +1
E_tot, eV: -29488.663
Energy above the lowest of the compared OMol25 structures with the same formula, charge and spin, kJ/mol: 36.5
HOMO-LUMO gap, eV: 9.2

Each line ends with the natural charge from an NBO analysis.
Cartesian coordinates (Å):
S (-2.69616, 1.26762, 0.69730)  -0.413
P (-1.12976, 0.67245, -0.24989)  1.539
O (-2.23612, -1.80585, 1.16655)  -0.988
N (-1.37861, -0.07839, -1.67195)  -0.814
N (0.13032, -0.41621, 0.85296)  -0.779
C (1.42506, 1.50791, 0.29407)  -0.415
C (1.47055, -0.01248, 0.41951)  -0.239
C (0.23173, 1.86444, -0.58818)  -0.767
C (-1.60978, -1.22779, -2.12914)  0.119
H (2.23619, -0.33330, 1.12862)  0.240
H (-1.95126, -1.30720, -3.15459)  0.203
H (0.47165, 1.81390, -1.65062)  0.268
H (-2.67609, -2.63059, 0.94323)  0.493
H (2.35084, 1.88709, -0.13606)  0.257
H (1.31185, 1.95401, 1.28405)  0.225
H (-0.14534, 2.86409, -0.36811)  0.286
H (-1.46937, -2.15021, -1.57522)  0.167
H (-0.07922, -1.41664, 0.78241)  0.457
H (1.67542, -0.46186, -0.55541)  0.218
H (-0.04472, -0.14551, 1.82561)  0.439
H (-2.85979, -1.31725, 1.71391)  0.505


(4)
Formula: C4H12N2P
Source: OMol25
Level of theory: wB97M-V/def2-TZVPD

Results
Largest force on an atom, eV/A: 5.31
Structure (SMILES): CP1CNC[C@@H]1[NH3+]
E_HOMO, eV: -13.36
Charge: +1
E_tot, eV: -16603.228
Energy above the lowest of the compared OMol25 structures with the same formula, charge and spin, kJ/mol: 136.6
HOMO-LUMO gap, eV: 10.2

Each line ends with the natural charge from an NBO analysis.
Cartesian coordinates (Å):
P (1.05200, -0.64466, 0.81826)  0.754
N (-1.02372, 0.96764, 0.60771)  -0.675
N (-1.53738, -1.46954, 0.71158)  -0.775
C (2.34548, -0.36240, -0.52369)  -0.896
C (-0.99498, 0.42033, -0.83194)  -0.313
C (-0.39621, -0.95658, -0.55376)  -0.206
C (0.30953, 1.00494, 1.18880)  -0.562
H (-1.12845, -2.35524, 1.14606)  0.442
H (0.86040, 1.91162, 0.81833)  0.233
H (-0.18935, -1.72074, -1.27442)  0.247
H (0.24466, 1.00536, 2.34225)  0.250
H (-0.28984, 1.01814, -1.51963)  0.228
H (-1.43295, -0.66417, 1.29097)  0.454
H (-1.54177, 1.85845, 0.52289)  0.407
H (1.85807, 0.27605, -1.18579)  0.217
H (3.26738, -0.00188, -0.01607)  0.263
H (-2.00798, 0.41425, -1.38292)  0.247
H (2.53391, -1.43629, -0.93378)  0.254
H (-2.43894, -1.63855, 0.25815)  0.433